Entry P
C8H15N3O5 in the gas phase. Source: OMol25; level of theory: ωB97M-V/def2-TZVPD.

Results
Lowest unoccupied orbital energy in eV: 0.63
SMILES string: NC(=O)CC[C@H](NC(=O)[C@@H](N)CO)C(=O)O
HOMO level in eV: -8.90
Gap between HOMO and LUMO in hartree: 0.3501

CARTESIAN COORDINATES (ANGSTROEM)
N 1.131 2.076 -3.857
C 0.341 2.106 -2.728
O -0.876 2.196 -2.582
C 1.170 2.544 -1.437
C 0.838 1.618 -0.144
C 1.007 0.081 -0.542
N 0.037 -0.793 0.116
C -1.320 -0.749 0.280
O -2.137 0.092 -0.064
C -1.836 -1.862 1.337
N -0.828 -2.834 1.683
C -2.399 -1.168 2.579
O -3.103 -2.077 3.286
C 2.371 -0.388 -0.019
O 2.597 -0.984 1.028
O 3.474 -0.283 -0.873
H 1.502 2.940 -4.157
H 1.030 1.424 -4.601
H 1.019 3.666 -1.266
H 2.200 2.364 -1.622
H 1.648 1.868 0.603
H -0.199 1.879 0.217
H 0.961 -0.080 -1.569
H 0.385 -1.380 0.868
H -2.748 -2.131 0.712
H -1.195 -3.774 1.415
H -0.742 -2.790 2.760
H -1.582 -0.771 3.214
H -2.813 -0.191 2.429
H -4.130 -2.000 3.316
H 4.196 -0.597 -0.383

Entry Q
C8H15N3O5 in the gas phase. Source: OMol25; level of theory: ωB97M-V/def2-TZVPD.

Results
Lowest unoccupied orbital energy in eV: 0.24
SMILES string: NC(=O)CC[C@H](NC(=O)[C@@H](N)CO)C(=O)O
HOMO level in eV: -9.73
Gap between HOMO and LUMO in hartree: 0.3664

CARTESIAN COORDINATES (ANGSTROEM)
N -1.513 -2.377 -0.709
C -1.420 -1.699 0.476
O -1.926 -0.624 0.674
C -0.554 -2.227 1.632
C 0.775 -1.605 1.870
C 0.779 0.026 1.772
N 0.273 0.747 0.654
C 0.653 1.096 -0.551
O 1.813 1.166 -0.927
C -0.526 1.746 -1.417
N -0.007 2.868 -2.180
C -1.040 0.731 -2.394
O -1.873 1.398 -3.490
C 2.213 0.288 2.245
O 2.380 -0.080 3.384
O 3.097 0.741 1.417
H -1.069 -3.284 -0.628
H -2.560 -2.494 -0.698
H -0.397 -3.281 1.491
H -1.200 -2.174 2.578
H 1.340 -1.846 2.772
H 1.553 -1.869 1.195
H 0.246 0.435 2.636
H -0.664 1.052 0.964
H -1.309 2.024 -0.718
H 0.236 3.634 -1.480
H 0.860 2.510 -2.431
H -0.171 0.320 -2.813
H -1.723 -0.046 -1.986
H -1.155 1.954 -3.744
H 2.888 0.869 0.408

Pick entry Q: it beats the second-best structure by 0.0208 hartree.

Entry P
2 unconnected molecules or ions with the total composition C2H5O2. Source: OMol25; level of theory: ωB97M-V/def2-TZVPD.

Results
Lowest unoccupied orbital energy in eV: 3.85
Charge: -1
HOMO level in eV: -2.28
Gap between HOMO and LUMO in hartree: 0.2254

CARTESIAN COORDINATES (ANGSTROEM)
O -2.336 -1.197 -0.960
H -2.649 -0.820 -1.793
C -0.006 0.541 -0.405
C 0.820 -0.045 0.426
O 1.811 0.691 1.166
H -0.620 -0.146 -1.022
H -0.217 1.602 -0.501
H 0.861 -1.093 0.658
H 1.783 1.544 0.723

Entry Q
2 unconnected molecules or ions with the total composition C2H5O2. Source: OMol25; level of theory: ωB97M-V/def2-TZVPD.

Results
Lowest unoccupied orbital energy in eV: 3.71
Charge: -1
HOMO level in eV: -2.36
Gap between HOMO and LUMO in hartree: 0.2232

CARTESIAN COORDINATES (ANGSTROEM)
O -0.748 -2.853 0.641
H 0.076 -2.941 0.027
C -0.494 0.189 -0.308
C 0.233 1.050 0.273
O 0.944 2.034 -0.500
H -0.553 -0.780 0.252
H -1.105 0.283 -1.220
H 0.428 0.892 1.363
H 1.156 1.664 -1.339

Entry R
2 unconnected molecules or ions with the total composition C2H5O2. Source: OMol25; level of theory: ωB97M-V/def2-TZVPD.

Results
Lowest unoccupied orbital energy in eV: 3.62
Charge: -1
HOMO level in eV: -2.14
Gap between HOMO and LUMO in hartree: 0.2116

CARTESIAN COORDINATES (ANGSTROEM)
O 3.018 0.929 -0.370
H 2.485 1.725 -0.208
C 0.072 -0.525 -0.074
C -1.245 -0.687 0.017
O -2.186 0.220 0.433
H 0.608 -1.399 -0.406
H 0.637 0.354 0.206
H -1.703 -1.594 -0.341
H -1.686 0.978 0.745

Pick entry R: it beats the second-best structure by 0.0046 hartree.